Below is a 2-piece molecular cluster, C14H17F3NS2 overall in a non-equilibrium geometry, with properties calculated with the ωB97M-V functional and the def2-TZVPD basis.

The geometry in XYZ format:
```
37
Properties=species:S:1:pos:R:3:forces:R:3:lowdin_charge:R:1
C 0.593580 -2.858973 -3.745472 -0.292 0.407 0.266 -0.0209
C 0.673233 -1.492748 -4.064724 -0.063 -0.089 0.013 -0.0383
C -0.115048 -0.573229 -3.385473 0.036 -0.056 0.111 -0.0279
C -0.991140 -1.001245 -2.365803 0.259 -0.220 -0.062 -0.3041
C -1.789882 -0.039691 -1.639306 -0.768 0.480 -0.024 -0.7357
S -2.914739 -0.519985 -0.438301 0.407 0.328 -0.192 1.0561
C -3.772344 1.088017 -0.244884 -0.103 -0.249 -0.243 -0.4366
C -2.829104 2.203583 -0.649504 0.445 -0.003 0.089 -0.4365
S -1.774995 1.628647 -2.030719 -0.068 -0.525 0.308 1.0655
C -1.073737 -2.376796 -2.059378 0.058 0.105 -0.033 -0.0293
C -0.284850 -3.294346 -2.739938 0.030 0.000 -0.033 -0.0404
H 1.212264 -3.579046 -4.278149 -0.146 0.168 0.129 0.1211
H 1.353814 -1.142664 -4.845095 -0.263 -0.185 0.282 0.1227
H -0.063239 0.490099 -3.627317 0.133 -0.346 -0.014 0.0975
H -4.667103 1.059857 -0.877462 0.190 -0.063 0.139 0.0956
H -4.071025 1.153111 0.804781 0.053 0.077 -0.177 0.0959
H -3.359306 3.084769 -1.019355 0.029 -0.132 0.132 0.0968
H -2.154101 2.489414 0.166063 -0.136 -0.034 -0.197 0.0773
H -1.764785 -2.706537 -1.281233 0.256 -0.053 -0.254 0.0970
H -0.355211 -4.355844 -2.484994 0.052 0.427 -0.147 0.1228
C 1.465626 -0.918371 3.108538 -0.025 -0.136 -0.170 -0.1504
C 2.238274 -0.886818 1.774403 0.332 -0.392 0.348 -0.2064
N 2.033422 0.461455 1.277547 -0.368 0.175 -0.536 -0.0213
C 1.934784 1.366075 2.400938 0.602 0.036 0.147 -0.2654
C 1.200910 2.628013 1.998286 -0.132 0.277 0.241 -0.5358
F 1.142199 3.521386 3.031010 -0.013 -0.700 -1.029 0.1299
F 1.819169 3.230618 0.946852 -0.543 -0.188 0.637 0.1255
F -0.086204 2.361872 1.616529 0.571 0.393 0.094 0.0951
C 1.237963 0.550637 3.498131 -0.108 0.319 -0.117 -0.1123
H 0.495419 -1.405680 2.961984 0.279 -0.067 0.200 0.1050
H 2.038677 -1.442564 3.878160 -0.257 -0.074 -0.173 0.1107
H 3.303386 -1.125379 1.960910 -0.272 0.143 -0.111 0.1171
H 1.854731 -1.629891 1.064072 0.109 0.172 0.095 0.1052
H 2.708448 0.758914 0.584451 -0.005 -0.066 0.114 0.1226
H 2.927681 1.699711 2.754042 -0.211 0.053 -0.010 0.1660
H 0.165092 0.769013 3.481092 0.237 0.065 0.261 0.1143
H 1.668142 0.804618 4.469316 -0.304 -0.050 -0.081 0.1218
```
Positions in Å, forces in eV/Å.

Output
- Energy relative to the best compared isomer or geometry (same formula, charge and spin): 0.0 kJ/mol
- Spin multiplicity: 1
- Total charge: +1
- HOMO energy: -11.590 eV
- LUMO level: -5.25 eV